Entry 1:
Here is the molecule C3H5N3 from the OMol25 dataset. Energies are from the ωB97M-V functional and the def2-TZVPD basis.

The geometry in XYZ format:
```
11
Properties=species:S:1:pos:R:3:forces:R:3:mulliken_charge:R:1
N 1.8064 0.2704 -0.1344 0.2 0.0 0.0 -0.199
C 0.3670 0.0137 0.0099 0.1 0.3 -0.2 0.304
C -0.4658 0.9706 -0.5181 -0.1 -0.5 0.2 -1.059
N -1.6571 0.3322 -0.1882 -0.2 0.0 0.0 0.134
C -1.4431 -0.8581 0.4552 -0.1 0.0 0.0 -0.238
N -0.1591 -1.0999 0.6013 -0.1 0.3 -0.2 -0.638
H 2.3133 -0.4027 -0.7155 -0.2 0.0 0.1 0.351
H 2.3236 0.3963 0.7399 -0.2 -0.1 -0.1 0.352
H 1.7302 1.1724 -0.6304 0.3 -0.1 0.0 0.395
H -2.5660 0.7068 -0.4066 0.1 -0.1 0.1 0.186
H -2.2493 -1.5015 0.7870 0.2 0.1 0.0 0.412
```
Forces are in eV/Å.

Summary:
M   83.1 g mol⁻¹
HOMO energy   -7.86 eV
E_tot   -7659.794 eV

Entry 2:
Here is the molecule C3H5N3 in a non-equilibrium geometry from the OMol25 dataset. Energies are from the ωB97M-V functional and the def2-TZVPD basis.

The geometry in XYZ format:
```
11
Properties=species:S:1:pos:R:3:forces:R:3:mulliken_charge:R:1
C -0.4116 -1.0493 1.4109 -4.3 1.9 0.9 -0.639
N -0.1017 -0.2457 0.2850 0.7 2.1 -0.1 0.986
N -0.0500 -0.7393 -0.9581 0.9 2.5 0.8 -0.783
C 0.3579 0.3689 -1.6435 -0.8 -0.6 -0.4 -0.217
C 0.4532 1.4658 -0.7984 0.4 0.5 1.2 -0.202
N 0.1779 1.0651 0.4773 0.0 -1.4 -2.4 -0.719
H -0.4435 -0.4729 2.4097 0.2 -0.8 -2.0 0.231
H -1.4311 -1.4465 1.1289 0.8 0.2 1.0 0.279
H 0.2058 -1.8357 1.4207 2.5 -2.9 0.4 0.329
H 0.4654 0.3804 -2.7224 0.0 -0.3 0.3 0.379
H 0.7778 2.5092 -1.0101 -0.5 -1.1 0.2 0.356
```
Forces are in eV/Å.

Summary:
SMILES   Cn1nccn1
M   83.1 g mol⁻¹
HOMO energy   -9.69 eV
E_tot   -7660.894 eV

Entry 3:
Here is the molecule C3H5N3 from the OMol25 dataset. Energies are from the ωB97M-V functional and the def2-TZVPD basis.

The geometry in XYZ format:
```
11
Properties=species:S:1:pos:R:3:forces:R:3:mulliken_charge:R:1
C 1.4989 -0.3056 0.7006 0.0 0.0 0.0 -0.999
C 0.1773 0.0368 0.0852 -0.1 -0.1 0.0 0.610
C -0.7090 -0.7959 -0.6235 0.1 -0.1 -0.1 -0.210
N -1.7836 -0.1031 -0.9639 -0.1 0.1 0.0 -0.588
N -1.5474 1.0869 -0.4631 0.7 0.0 0.2 0.297
N -0.3841 1.2419 0.1681 -0.2 -0.3 -0.1 -0.586
H 1.5474 -1.3671 0.9575 -0.1 0.1 0.0 0.291
H 2.3446 -0.0954 0.0406 -0.2 0.1 0.0 0.238
H 1.6379 0.2711 1.6136 0.0 0.0 0.0 0.311
H -0.6162 -1.8286 -0.9143 0.0 0.0 0.1 0.401
H -2.1660 1.8590 -0.6009 -0.2 0.2 0.0 0.234
```
Forces are in eV/Å.

Summary:
SMILES   Cc1cn[nH]n1
M   83.1 g mol⁻¹
HOMO energy   -9.81 eV
E_tot   -7661.676 eV

Entry 4:
Here is a cluster of 2 separate species, C3H5N3 in total in a non-equilibrium geometry from the OMol25 dataset. Energies are from the ωB97M-V functional and the def2-TZVPD basis.

The geometry in XYZ format:
```
11
Properties=species:S:1:pos:R:3:forces:R:3:mulliken_charge:R:1
C 0.1191 -0.0239 1.7501 0.1 -0.1 0.5 -0.794
N 0.1170 -0.1192 0.3200 -0.1 0.1 -0.2 -0.350
C -0.4369 0.5961 -0.4816 0.6 -0.8 0.1 0.646
N -0.9777 1.3156 -1.3250 -0.4 0.7 1.7 -0.598
H 0.3615 0.9960 2.0730 0.0 -0.2 0.0 0.301
H 0.8769 -0.7002 2.1383 -0.1 0.0 0.1 0.245
H -0.8567 -0.3022 2.1650 0.2 0.0 0.0 0.297
H -1.2719 1.8603 -0.4433 -0.7 0.9 -1.3 0.289
C 0.7015 -1.2228 -2.0442 -0.3 0.3 -1.0 0.089
N 0.1647 -0.5063 -2.7725 0.8 -1.1 0.2 -0.390
H 1.2025 -1.8934 -1.3799 -0.1 0.1 -0.1 0.266
```
Forces are in eV/Å.

Summary:
SMILES   CN=C=N.C#N
M   83.1 g mol⁻¹
HOMO energy   -9.26 eV
E_tot   -7659.220 eV

Entry 5:
Here is the molecule C3H5N3 in a non-equilibrium geometry from the OMol25 dataset. Energies are from the ωB97M-V functional and the def2-TZVPD basis.

The geometry in XYZ format:
```
11
Properties=species:S:1:pos:R:3:forces:R:3:mulliken_charge:R:1
C 0.9590 0.9096 -0.6963 0.1 -0.2 0.3 -0.743
N 0.1121 -0.0360 0.1286 -0.4 -0.3 0.2 0.011
C 0.0525 -0.8011 1.3542 0.3 0.8 -1.0 -0.018
N -1.0881 -1.4262 1.4325 0.6 0.4 -0.1 -0.324
N -1.8290 -1.1298 0.3167 0.2 0.1 0.0 -0.461
C -1.1046 -0.3295 -0.4055 -0.4 -0.1 -0.1 -0.163
H 1.0490 0.5549 -1.7380 -0.2 -0.3 0.6 0.294
H 1.9748 1.0516 -0.3282 -0.2 -0.3 0.3 0.316
H 0.4983 1.9084 -0.7762 0.0 -0.5 0.4 0.305
H 0.8045 -0.9010 2.1445 -0.1 0.4 -0.8 0.376
H -1.4463 0.0638 -1.3515 0.1 0.1 0.0 0.408
```
Forces are in eV/Å.

Summary:
SMILES   Cn1cnnc1
M   83.1 g mol⁻¹
HOMO energy   -9.85 eV
E_tot   -7661.125 eV

Entry 6:
Here is a structure of composition C3H5N3 in a non-equilibrium geometry from the OMol25 dataset. Energies are from the ωB97M-V functional and the def2-TZVPD basis.

The geometry in XYZ format:
```
11
Properties=species:S:1:pos:R:3:forces:R:3:mulliken_charge:R:1
C 1.5675 -0.5110 0.1341 0.1 -0.1 0.0 -0.719
N 0.4681 0.3741 0.4448 -0.2 -0.1 -0.1 -0.323
C -0.7547 0.3046 -0.0285 0.2 0.1 0.1 0.342
N -1.2838 1.5114 0.0792 -0.2 0.0 0.0 -0.545
C -1.3857 -0.8767 -0.5773 -0.4 -0.9 -0.4 0.097
N -1.8792 -1.8287 -1.0107 0.5 0.9 0.4 -0.335
H 1.2047 -1.5117 -0.1315 0.0 0.1 0.0 0.303
H 2.1617 -0.1263 -0.7038 -0.1 0.0 0.1 0.254
H 2.2205 -0.5993 1.0063 -0.1 0.0 -0.1 0.234
H -0.0355 1.6226 0.6026 0.0 0.0 0.0 0.482
H -2.2838 1.6409 0.1849 0.1 0.0 0.0 0.211
```
Forces are in eV/Å.

Summary:
M   83.1 g mol⁻¹
HOMO energy   -9.34 eV
E_tot   -7659.590 eV

Entry 7:
Here is the molecule C3H5N3 from the OMol25 dataset. Energies are from the ωB97M-V functional and the def2-TZVPD basis.

The geometry in XYZ format:
```
11
Properties=species:S:1:pos:R:3:forces:R:3:mulliken_charge:R:1
N 2.0050 0.4344 0.5516 0.0 0.0 -0.1 -0.520
C 0.6871 0.1665 0.2005 0.0 0.0 0.0 0.752
N -0.2811 0.9535 0.6279 0.1 -0.3 -0.2 -0.633
N -1.4151 0.4839 0.0912 0.0 -0.1 0.0 0.107
C -1.1542 -0.6992 -0.6170 -0.1 0.3 -0.2 -0.187
C 0.2774 -0.9164 -0.6822 -0.2 0.3 0.1 -1.001
H 2.6650 0.0041 -0.0799 -0.1 0.0 0.1 0.266
H 2.1874 1.4211 0.6783 0.0 -0.1 0.1 0.264
H -2.2778 0.8250 0.4871 0.0 -0.2 -0.2 0.252
H -1.8692 -1.0555 -1.3530 0.0 0.0 0.2 0.467
H -0.8801 -1.5954 0.0906 0.2 0.0 0.1 0.234
```
Forces are in eV/Å.

Summary:
M   83.1 g mol⁻¹
HOMO energy   -8.45 eV
E_tot   -7658.633 eV

Entry 8:
Here is the molecule C3H5N3 in a non-equilibrium geometry from the OMol25 dataset. Energies are from the ωB97M-V functional and the def2-TZVPD basis.

The geometry in XYZ format:
```
11
Properties=species:S:1:pos:R:3:forces:R:3:mulliken_charge:R:1
C 0.6390 -1.3881 0.2211 0.0 -0.1 0.0 -1.043
C -0.0104 -0.0596 0.0353 -0.3 0.2 -0.2 0.550
C -1.3140 0.3389 -0.1448 0.0 -0.5 0.0 -0.358
N -1.3800 1.6941 -0.2914 -0.2 -0.1 0.3 -0.311
N -0.2022 2.1703 -0.1523 -1.2 -0.4 0.2 -0.488
N 0.6447 1.1250 0.0932 0.6 2.4 -0.9 0.051
H -0.0987 -2.1805 0.0779 0.1 0.1 0.0 0.290
H 1.4506 -1.5416 -0.4992 -0.1 0.0 0.1 0.286
H 1.0634 -1.4916 1.2262 -0.1 0.1 -0.2 0.281
H -2.2038 -0.2692 -0.1769 0.1 0.0 0.0 0.404
H 1.4116 1.6022 -0.3890 1.2 -1.8 0.6 0.340
```
Forces are in eV/Å.

Summary:
SMILES   Cc1cnn[nH]1
M   83.1 g mol⁻¹
HOMO energy   -9.67 eV
E_tot   -7660.828 eV